Below is a 2-piece molecular cluster, C4H13NO3 overall at a distorted geometry, with properties calculated with ωB97M-V with the def2-TZVPD basis set.

Last column: Löwdin charge in e.
Positions of all 21 atoms, in Å:
C: -0.927 1.420 -0.062  -0.202
O: -0.226 2.600 -0.522  -0.078
C: -0.107 0.177 -0.316  -0.371
C: -0.653 -0.933 0.564  -0.393
C: 0.119 -2.251 0.444  -0.044
O: -2.039 -1.093 0.198  -0.040
N: -0.148 -0.125 -1.737  0.066
H: -1.870 1.397 -0.590  0.119
H: -1.021 1.576 1.006  0.127
H: 0.917 0.456 -0.043  0.136
H: -0.652 -0.683 1.628  0.141
H: -0.265 -2.965 1.173  0.079
H: 1.162 -2.037 0.674  0.087
H: 0.066 -2.732 -0.539  0.078
H: -2.314 -1.960 0.510  0.087
H: -1.102 -0.060 -2.077  0.080
H: 0.060 -1.107 -1.909  0.066
H: 0.069 2.449 -1.426  0.074
H: 3.607 1.642 0.643  0.036
H: 2.237 2.242 1.001  0.015
O: 3.088 1.988 1.380  -0.063

2S+1 = 1
relative energy (zero: lowest compared OMol25 entry of this formula, charge and spin) = 1.408 eV
orbital gap = 10.51 eV
SMILES = C[C@H](O)[C@@H](N)CO.O


Below is an isolated molecule of C20H25N3O2 at a distorted geometry, with properties calculated with ωB97M-V with the def2-TZVPD basis set.

Last column: Löwdin charge in e.
Positions of all 50 atoms, in Å:
N: -6.795 -0.662 2.747  0.150
O: 2.540 0.866 -4.440  0.102
C: -5.846 -0.338 2.182  -0.206
O: -1.458 1.385 -0.925  -0.015
C: 1.981 1.500 -3.570  -0.349
C: -4.862 1.020 0.390  -0.015
C: -3.377 -0.225 1.881  -0.001
C: -3.760 1.439 -0.345  0.000
C: -2.275 0.221 1.115  0.009
C: -4.692 0.132 1.496  -0.235
C: -2.453 1.031 -0.030  -0.219
N: 0.248 -2.495 2.977  0.026
N: 0.978 -0.960 0.378  -0.108
C: 1.258 2.815 -3.790  -0.086
C: 2.265 -0.361 0.806  -0.169
C: 2.684 -0.787 2.224  -0.163
C: 0.875 -2.459 0.566  -0.110
C: 2.649 -2.329 2.363  -0.168
C: 1.208 -0.423 -2.065  -0.048
C: 0.212 2.804 -2.677  -0.116
C: 1.283 -2.930 1.990  -0.361
C: 1.806 0.996 -2.169  -0.205
C: 0.327 -0.391 -0.820  -0.241
C: -0.072 1.089 -0.627  -0.206
C: 0.840 1.956 -1.505  -0.179
H: -5.865 1.347 0.150  0.116
H: -3.223 -0.888 2.750  0.126
H: -3.929 2.070 -1.202  0.115
H: -1.314 -0.128 1.394  0.076
H: 0.365 -2.950 3.897  0.079
H: 0.176 -1.472 3.057  0.060
H: 1.919 3.656 -3.710  0.117
H: 0.789 2.890 -4.768  0.124
H: 3.059 -0.662 0.106  0.119
H: 2.231 0.702 0.762  0.101
H: 3.680 -0.376 2.430  0.113
H: 2.045 -0.328 2.951  0.090
H: 1.567 -2.957 -0.133  0.114
H: -0.135 -2.799 0.326  0.118
H: 2.868 -2.613 3.394  0.106
H: 3.394 -2.789 1.690  0.115
H: 1.976 -1.207 -1.937  0.125
H: 0.595 -0.662 -2.966  0.143
H: -0.725 2.406 -3.078  0.115
H: -0.045 3.812 -2.293  0.121
H: 1.378 -4.019 2.071  0.136
H: 2.735 1.059 -1.648  0.141
H: -0.591 -0.933 -1.005  0.146
H: 0.107 1.307 0.415  0.137
H: 1.378 2.641 -0.805  0.158

2S+1 = 1
relative energy (zero: lowest compared OMol25 entry of this formula, charge and spin) = 2.630 eV
orbital gap = 9.01 eV
SMILES = N#Cc1ccc(O[C@@H]2[C@@H]3CCC(=O)[C@@H]3C[C@H]2N2CCC[C@@H](N)C2)cc1


Below is C5HBr2NS as an isolated structure at a distorted geometry, with properties calculated with ωB97M-V with the def2-TZVPD basis set.

Last column: Löwdin charge in e.
Positions of all 10 atoms, in Å:
C: -0.259 -0.208 -2.172  -0.329
C: 0.834 0.066 1.598  -0.535
C: -0.825 0.143 -1.042  -0.104
C: 1.525 -0.080 0.509  -0.536
C: -1.488 0.428 0.067  -1.106
N: 0.516 -0.568 -2.954  0.136
S: -0.881 0.412 1.701  0.854
Br: 2.857 -0.721 -0.652  0.780
Br: -3.283 0.747 0.276  0.757
H: 1.004 -0.218 2.669  0.083

2S+1 = 1
orbital gap = 6.10 eV


Below is an isolated molecule of C2H3Cl2PS at a distorted geometry, with properties calculated with ωB97M-V with the def2-TZVPD basis set.

Last column: Löwdin charge in e.
Positions of all 9 atoms, in Å:
C: 0.477 0.170 -0.699  -0.070
C: -0.105 0.825 0.287  -0.298
P: 0.690 2.554 1.017  -0.496
S: 2.541 2.700 0.411  0.134
Cl: -0.489 3.931 0.209  0.288
Cl: 0.534 2.365 2.951  0.318
H: 0.005 -0.604 -1.088  0.001
H: 1.384 0.550 -1.263  0.070
H: -0.954 0.342 0.749  0.053

2S+1 = 1
relative energy (zero: lowest compared OMol25 entry of this formula, charge and spin) = 0.656 eV
orbital gap = 9.34 eV
SMILES = C=CP(=S)(Cl)Cl


Below is a 2-piece molecular cluster, C3H6N2S2 overall at a distorted geometry, with properties calculated with ωB97M-V with the def2-TZVPD basis set.

Last column: Löwdin charge in e.
Positions of all 13 atoms, in Å:
C: 0.927 0.737 0.941  -0.400
C: -2.852 -0.689 -0.593  -0.884
C: 1.503 1.237 -0.351  -0.106
N: -1.948 -0.872 -1.329  0.091
N: 0.635 -0.422 1.251  -0.364
S: 0.748 -1.700 0.122  0.735
S: -4.206 -0.701 0.255  0.640
H: 0.924 1.497 1.736  0.109
H: 2.438 0.657 -0.492  0.080
H: 1.692 2.330 -0.216  0.080
H: 0.658 1.095 -1.132  0.093
H: 0.408 -2.587 1.104  -0.104
H: -0.928 -0.582 -1.297  0.031

2S+1 = 1
relative energy (zero: lowest compared OMol25 entry of this formula, charge and spin) = 1.898 eV
orbital gap = 9.74 eV
SMILES = C/C=N\S.N=C=S


Below is an isolated molecule of C4H2 at a distorted geometry, with properties calculated with ωB97M-V with the def2-TZVPD basis set.

Last column: Löwdin charge in e.
Positions of all 6 atoms, in Å:
C: -1.219 -0.033 -1.409  0.122
C: -0.478 -0.037 -0.499  -0.180
C: 0.346 0.063 0.600  -0.144
C: 1.235 0.108 1.429  0.147
H: -1.770 -0.125 -2.334  0.049
H: 1.887 0.024 2.213  0.006

2S+1 = 1
relative energy (zero: lowest compared OMol25 entry of this formula, charge and spin) = 0.167 eV
orbital gap = 10.98 eV
SMILES = C#CC#C


Below is C13H23IN13S4V as an isolated structure, with properties calculated with ωB97M-V with the def2-TZVPD basis set.

Last column: Mulliken spin population.
Positions of all 55 atoms, in Å:
V: -0.278 0.777 0.846  3.007
N: -2.826 3.543 0.955  0.009
C: -1.534 3.853 0.814  0.017
N: -0.543 2.981 0.885  -0.002
C: 0.673 3.640 0.667  0.009
C: 0.600 4.963 0.448  -0.004
S: -1.044 5.476 0.500  0.001
C: 1.895 2.826 0.706  0.038
C: 3.169 3.253 0.627  0.001
S: 4.251 1.924 0.784  0.002
C: 2.915 0.867 0.978  0.010
N: 1.743 1.450 0.892  -0.097
N: 3.066 -0.462 1.217  0.015
H: -3.086 2.578 1.138  -0.011
H: -3.532 4.255 0.941  0.001
H: 1.398 5.656 0.252  0.001
H: 3.534 4.254 0.479  0.000
H: 3.996 -0.780 1.439  -0.002
H: 2.332 -0.860 1.797  0.009
C: -2.626 -1.379 -5.033  0.000
C: -1.676 -0.310 -4.646  0.000
N: -0.989 0.443 -5.455  0.000
N: -0.266 1.245 -4.628  0.000
C: -0.489 1.021 -3.325  0.007
S: 0.213 1.813 -1.999  -0.007
N: -1.395 0.018 -3.344  0.002
N: -1.853 -0.667 -2.203  0.002
H: -2.672 -1.425 -6.118  0.000
H: -3.627 -1.172 -4.651  0.000
H: -2.305 -2.347 -4.649  0.000
H: 0.340 1.958 -5.001  0.000
H: -2.061 0.017 -1.470  -0.015
H: -2.726 -1.123 -2.452  0.001
N: 1.059 -0.003 3.571  0.018
N: -0.210 0.402 3.011  -0.014
H: 0.906 -0.396 4.497  -0.001
H: 1.617 0.839 3.682  0.003
H: -0.663 1.127 3.571  0.005
H: -0.825 -0.413 3.027  -0.007
I: -2.995 0.062 1.080  -0.015
C: 0.743 -4.900 3.041  0.000
C: -0.433 -4.517 2.145  0.000
C: -0.090 -3.384 1.228  0.004
N: -0.227 -2.150 1.536  0.024
N: 0.207 -1.287 0.535  -0.009
C: 0.698 -1.930 -0.494  -0.024
N: 1.272 -1.332 -1.552  0.024
S: 0.620 -3.639 -0.337  0.001
H: 0.465 -5.715 3.708  0.000
H: 1.051 -4.051 3.650  0.000
H: 1.601 -5.226 2.452  0.000
H: -1.286 -4.196 2.742  0.001
H: -0.753 -5.377 1.554  0.000
H: 1.152 -0.328 -1.672  0.004
H: 1.495 -1.875 -2.367  -0.003

2S+1 = 4
relative energy (zero: lowest compared OMol25 entry of this formula, charge and spin) = 0.198 eV
charge = +1
orbital gap (spin up / spin down) = 8.08 / 8.50 eV